DFT (ωB97M-V/def2-TZVPD) results for a molecular structure, C6H14ClO7SV.

Results
HOMO-LUMO gap (spin up / spin down)   4.02 / 4.70 eV
Total charge   +1
Energy   -69815.95543 eV
E_HOMO (spin up / spin down)   -12.97 / -12.97 eV
Energy relative to the best compared isomer or geometry (same formula, charge and spin)   346.38 kJ/mol
Multiplicity   2

Atoms and positions in Å:
O (8.899, -11.701, -10.563)
V (8.433, -12.684, -9.408)
Cl (6.057, -13.013, -9.960)
O (5.230, -10.293, -13.392)
S (3.993, -10.065, -12.700)
O (3.983, -9.374, -11.428)
O (2.903, -9.394, -13.696)
C (2.722, -7.978, -13.598)
C (1.568, -7.595, -14.524)
C (3.181, -11.642, -12.415)
H (3.648, -7.451, -13.831)
H (2.420, -7.730, -12.576)
H (0.648, -8.082, -14.209)
H (1.859, -7.948, -15.516)
H (1.391, -6.525, -14.588)
H (2.242, -11.443, -11.903)
H (3.810, -12.107, -11.656)
H (3.089, -12.255, -13.304)
C (0.114, -13.128, -6.196)
O (1.495, -13.167, -5.884)
C (2.215, -12.261, -6.536)
O (1.783, -11.474, -7.322)
O (3.477, -12.370, -6.161)
C (4.385, -11.611, -6.924)
H (-0.128, -13.298, -7.243)
H (-0.359, -12.167, -5.967)
H (-0.350, -13.831, -5.509)
H (4.325, -10.564, -6.624)
H (4.250, -11.697, -8.002)
H (5.417, -11.915, -6.740)

natural (NBO) atomic charge list, values in e, 8 entries: -0.316, 1.717, -0.399, -0.925, 2.354, -0.940, -0.709, -0.077